{
  "formula": "C4H11N3O2",
  "method": "ωB97M-V/def2-TZVPD",
  "homo_ev": -9.051,
  "relative_energy_kj_mol": 118.4,
  "homo_lumo_gap_ev": 9.75,
  "total_charge": 0,
  "energy_ha": -473.75767,
  "smiles": "[H]/N=C(\\N)NC.CC(=O)O",
  "spin_multiplicity": 1,
  "fmax_ha_per_bohr": 0.0324,
  "species": ["N", "H", "H", "C", "C", "H", "C", "O", "H", "H", "H", "N", "C", "N", "O", "H", "H", "H", "H", "H"],
  "coordinates": [[-0.43, -2.34, 1.45], [-2.09, -3.27, -0.37], [-2.48, 0.12, -0.51], [2.49, 1.63, -1.53], [3.23, 1.65, -0.22], [-2.16, 1.41, 0.64], [-1.83, 0.43, 0.31], [1.80, 2.77, -1.72], [-0.41, -3.36, 1.44], [3.97, 2.44, -0.26], [-3.41, -2.35, 0.27], [-2.44, -2.59, 0.27], [-1.55, -1.88, 1.07], [-1.95, -0.59, 1.35], [2.39, 0.64, -2.20], [-0.86, 0.41, -0.19], [3.59, 0.64, -0.02], [1.41, 2.75, -2.61], [2.47, 1.73, 0.54], [-1.77, -0.23, 2.27]]
}